Entry 1:
{
  "formula": "C55H83Br2N25PS",
  "method": "ωB97M-V/def2-TZVPD",
  "symbols": ["C", "C", "Br", "C", "Br", "C", "C", "C", "C", "C", "C", "C", "N", "N", "N", "C", "P", "S", "H", "H", "H", "H", "H", "H", "H", "H", "H", "H", "H", "H", "H", "H", "H", "H", "H", "C", "C", "N", "H", "H", "H", "C", "C", "N", "H", "H", "H", "C", "C", "N", "H", "H", "H", "C", "C", "N", "H", "H", "H", "C", "C", "N", "H", "H", "H", "C", "C", "N", "H", "H", "H", "C", "C", "N", "H", "H", "H", "C", "C", "N", "H", "H", "H", "C", "C", "N", "H", "H", "H", "C", "C", "N", "H", "H", "H", "C", "C", "N", "H", "H", "H", "C", "C", "N", "H", "H", "H", "C", "C", "N", "H", "H", "H", "C", "C", "N", "H", "H", "H", "C", "C", "N", "H", "H", "H", "C", "C", "N", "H", "H", "H", "C", "C", "N", "H", "H", "H", "C", "C", "N", "H", "H", "H", "C", "C", "N", "H", "H", "H", "C", "C", "N", "H", "H", "H", "C", "C", "N", "H", "H", "H", "C", "C", "N", "H", "H", "H"],
  "coordinates": [[6.551, -4.498, 2.128], [5.895, -3.490, 1.005], [6.771, -3.160, -0.778], [4.640, -2.859, 1.396], [3.829, -3.216, 3.211], [3.850, -1.883, 0.387], [3.383, -2.351, -1.100], [2.597, -1.172, -1.817], [2.030, -1.560, -3.315], [0.441, -1.900, -3.107], [0.104, -2.612, -1.689], [-1.355, -3.364, -1.669], [-1.658, -3.659, -0.200], [2.288, 0.164, -1.409], [2.679, 0.535, -0.182], [3.382, -0.398, 0.671], [3.821, 0.271, 2.432], [5.749, 0.172, 2.800], [7.451, -5.083, 1.703], [6.754, -3.965, 3.133], [5.703, -5.279, 2.347], [3.604, -3.400, -1.531], [2.209, -0.674, -4.042], [2.516, -2.523, -3.735], [0.151, -2.640, -3.968], [-0.152, -0.907, -3.169], [0.097, -1.853, -0.798], [0.876, -3.442, -1.383], [-2.209, -2.667, -2.051], [-1.330, -4.357, -2.257], [-1.772, -2.750, 0.307], [-0.754, -4.036, 0.155], [2.433, 1.503, 0.147], [3.409, 1.668, 2.516], [3.045, -0.428, 3.435], [-3.778, -1.962, 3.237], [-2.312, -2.139, 2.936], [-1.127, -2.291, 2.690], [-4.220, -1.254, 2.533], [-4.295, -2.922, 3.148], [-3.906, -1.582, 4.253], [-6.676, -2.770, -0.025], [-6.369, -1.593, 0.865], [-6.124, -0.653, 1.580], [-7.421, -3.411, 0.452], [-7.067, -2.422, -0.983], [-5.767, -3.350, -0.200], [-6.028, -5.546, 5.170], [-5.462, -5.159, 3.826], [-5.010, -4.850, 2.751], [-7.117, -5.592, 5.115], [-5.644, -6.524, 5.467], [-5.741, -4.807, 5.921], [-0.913, 2.560, -4.152], [-1.628, 1.234, -4.075], [-2.201, 0.174, -4.014], [-1.460, 3.240, -4.809], [-0.845, 3.005, -3.157], [0.094, 2.418, -4.548], [-0.800, 6.881, -3.068], [-0.024, 5.881, -3.887], [0.597, 5.081, -4.543], [-0.469, 6.847, -2.027], [-0.638, 7.887, -3.459], [-1.866, 6.649, -3.109], [-7.867, -9.482, 6.333], [-8.059, -8.032, 6.697], [-8.214, -6.871, 6.989], [-7.616, -10.059, 7.226], [-8.785, -9.881, 5.898], [-7.057, -9.579, 5.607], [-1.032, 0.867, 3.046], [-0.780, 2.169, 2.328], [-0.578, 3.211, 1.753], [-0.599, 0.038, 2.482], [-0.578, 0.899, 4.039], [-2.107, 0.702, 3.151], [7.226, 0.452, 5.922], [7.549, 1.616, 6.825], [7.807, 2.547, 7.546], [6.476, -0.186, 6.392], [6.836, 0.817, 4.970], [8.128, -0.135, 5.735], [6.965, 3.611, 3.316], [7.219, 4.914, 2.600], [7.422, 5.955, 2.027], [7.397, 2.784, 2.748], [7.420, 3.637, 4.309], [5.890, 3.448, 3.421], [-5.766, -6.608, -1.034], [-7.167, -6.115, -1.296], [-8.288, -5.720, -1.505], [-5.420, -6.247, -0.063], [-5.750, -7.700, -1.033], [-5.091, -6.243, -1.811], [2.779, 9.528, -2.319], [1.383, 10.038, -2.571], [0.256, 10.447, -2.773], [3.134, 9.878, -1.347], [2.783, 8.436, -2.327], [3.454, 9.891, -3.097], [-4.928, -9.305, -3.920], [-4.300, -7.936, -3.853], [-3.790, -6.834, -3.806], [-5.987, -9.217, -4.171], [-4.430, -9.906, -4.684], [-4.831, -9.806, -2.954], [4.278, 4.814, -3.559], [4.584, 6.149, -2.926], [4.828, 7.217, -2.420], [3.977, 4.956, -4.600], [5.164, 4.177, -3.529], [3.466, 4.322, -3.019], [-5.031, 8.399, -4.638], [-3.566, 8.212, -4.941], [-2.394, 8.062, -5.184], [-5.468, 9.112, -5.340], [-5.554, 7.444, -4.727], [-5.155, 8.779, -3.621], [-1.381, 10.655, -7.664], [-2.778, 11.163, -7.915], [-3.897, 11.568, -8.116], [-1.028, 11.006, -6.691], [-1.375, 9.563, -7.672], [-0.707, 11.022, -8.440], [-11.046, -6.904, -0.548], [-11.748, -8.235, -0.464], [-12.310, -9.301, -0.396], [-11.595, -6.235, -1.213], [-10.987, -6.451, 0.444], [-10.034, -7.041, -0.936], [-0.699, -8.085, -0.872], [-0.868, -6.634, -0.491], [-1.003, -5.464, -0.187], [-0.452, -8.674, 0.014], [-1.626, -8.466, -1.306], [0.105, -8.186, -1.604], [-0.797, 5.965, 3.655], [-1.416, 6.574, 4.888], [-1.911, 7.060, 5.874], [-1.153, 4.941, 3.527], [-1.071, 6.549, 2.774], [0.291, 5.954, 3.751], [10.638, -2.305, 7.356], [9.542, -3.188, 6.815], [8.665, -3.893, 6.381], [10.688, -2.398, 8.443], [11.599, -2.601, 6.929], [10.439, -1.263, 7.096], [3.884, -2.037, 8.733], [4.139, -0.735, 8.017], [4.343, 0.307, 7.444], [4.316, -2.864, 8.166], [4.339, -2.010, 9.726], [2.810, -2.200, 8.838], [9.982, -0.764, -0.488], [11.446, -0.949, -0.796], [12.617, -1.097, -1.043], [9.543, -0.047, -1.186], [9.459, -1.719, -0.582], [9.860, -0.390, 0.530], [-3.960, 11.459, -11.662], [-3.139, 11.607, -12.918], [-2.483, 11.725, -13.923], [-3.367, 11.754, -10.794], [-4.847, 12.095, -11.720], [-4.274, 10.420, -11.543]],
  "forces_ev_per_angstrom": [[-0.948, -0.415, -1.031], [-2.842, 0.720, 2.636], [-1.148, -0.412, 2.243], [2.174, -0.046, -2.382], [0.853, 0.465, -2.274], [-2.215, 0.905, -3.536], [-0.261, 4.953, 3.937], [0.689, -0.953, -0.990], [-0.442, 0.206, 1.297], [0.120, -0.153, 0.065], [-0.437, -0.374, -0.219], [0.044, 1.209, 0.864], [-0.171, 6.089, -0.344], [1.375, -3.335, 0.010], [1.850, -4.615, 0.968], [-0.195, -0.606, 0.388], [1.313, 0.314, 0.348], [-0.972, -0.196, -0.597], [-1.405, 1.281, 0.779], [-0.090, -0.658, -1.909], [1.633, 1.428, -0.448], [-0.530, 2.100, 0.668], [-0.353, -1.560, 1.336], [-0.383, 1.753, 0.998], [0.332, 1.624, 1.564], [0.873, -1.937, -0.069], [0.017, -1.197, -1.696], [-1.190, 1.422, -0.706], [1.712, -1.266, 0.355], [-0.020, 1.739, 0.858], [-0.355, -0.105, -0.981], [-1.665, 2.202, 0.144], [0.265, -1.271, -0.489], [-0.352, -1.134, -0.503], [0.004, 0.455, -1.088], [1.186, -0.021, -0.181], [5.415, -0.951, -1.032], [-6.839, 0.959, 1.476], [0.153, -0.114, 0.117], [0.289, 0.253, -0.096], [0.142, -0.007, -0.087], [0.176, 0.814, 0.599], [0.912, 3.638, 2.738], [-1.314, -4.765, -3.717], [0.097, 0.141, -0.013], [0.043, 0.032, 0.166], [-0.030, 0.142, 0.114], [0.399, 0.328, -1.059], [1.752, 1.116, -4.171], [-2.454, -1.785, 5.411], [0.196, 0.031, -0.027], [-0.022, 0.151, -0.112], [-0.020, -0.062, -0.147], [-0.588, -1.084, 0.055], [-2.324, -4.140, 0.247], [2.955, 5.417, -0.276], [0.088, -0.158, 0.076], [-0.049, -0.125, -0.127], [-0.186, 0.024, 0.027], [0.682, -0.706, -0.340], [2.387, -2.996, -2.546], [-3.032, 4.104, 3.410], [0.084, -0.111, -0.139], [-0.015, -0.201, 0.003], [0.233, -0.017, -0.093], [-0.165, 1.002, 0.277], [-0.654, 4.526, 1.191], [0.818, -6.002, -1.516], [-0.044, 0.159, -0.074], [0.087, 0.139, 0.073], [-0.098, 0.091, 0.094], [0.284, 1.056, -0.533], [0.743, 4.061, -2.206], [-0.869, -5.385, 2.841], [-0.121, 0.156, 0.046], [-0.052, 0.077, -0.118], [0.136, 0.096, -0.093], [0.383, 0.808, 0.728], [0.979, 3.604, 2.857], [-1.296, -4.760, -3.748], [0.094, 0.219, -0.047], [0.063, 0.026, 0.302], [-0.033, 0.132, 0.040], [0.259, 0.971, -0.490], [0.812, 4.118, -2.242], [-1.072, -5.391, 2.919], [-0.058, 0.170, 0.009], [-0.052, 0.089, -0.100], [0.138, 0.074, -0.027], [-0.955, 0.472, -0.125], [-4.312, 1.492, -0.804], [5.889, -1.899, 1.052], [-0.128, 0.011, -0.060], [-0.116, 0.129, -0.015], [-0.173, -0.002, 0.077], [-1.111, 0.406, -0.172], [-5.085, 1.925, -0.900], [6.385, -2.425, 1.124], [-0.108, -0.026, -0.126], [-0.043, 0.239, -0.017], [-0.143, -0.059, 0.080], [0.409, 0.976, 0.035], [2.350, 4.900, 0.095], [-2.858, -6.305, -0.215], [0.149, 0.076, 0.022], [-0.018, 0.156, 0.085], [0.027, 0.116, -0.098], [0.275, 0.936, 0.431], [0.985, 4.215, 2.011], [-1.233, -5.670, -2.650], [-0.006, 0.065, 0.175], [-0.040, 0.180, 0.035], [0.049, 0.180, -0.065], [1.000, -0.117, -0.207], [4.550, -0.530, -1.028], [-6.169, 0.829, 1.035], [0.165, -0.075, 0.046], [0.156, 0.088, -0.021], [0.116, -0.036, -0.131], [-0.933, 0.343, -0.180], [-4.348, 1.566, -0.746], [5.715, -2.118, 1.014], [-0.142, -0.029, -0.101], [-0.109, 0.149, 0.037], [-0.172, 0.018, 0.053], [-0.522, -1.083, 0.054], [-2.273, -4.164, 0.297], [2.920, 5.447, -0.339], [0.054, -0.150, 0.066], [-0.048, -0.122, -0.101], [-0.295, -0.005, 0.070], [-0.355, 1.009, 0.193], [-0.568, 4.213, 1.123], [3.363, -14.348, -1.839], [-0.032, 0.171, -0.060], [0.105, 0.082, 0.032], [-0.105, 0.099, 0.092], [-0.484, 0.433, 0.938], [-1.936, 1.964, 3.896], [2.546, -2.536, -5.078], [0.022, 0.207, 0.045], [-0.008, -0.051, 0.164], [-0.152, 0.040, 0.058], [-0.751, -0.636, -0.369], [-3.451, -2.775, -1.703], [4.452, 3.684, 2.173], [-0.076, -0.038, -0.157], [-0.177, -0.025, 0.014], [-0.037, -0.153, 0.014], [0.179, 0.908, -0.477], [0.765, 4.077, -2.216], [-1.123, -5.400, 2.858], [-0.007, 0.169, 0.023], [-0.035, 0.083, -0.157], [0.131, 0.113, -0.044], [1.058, -0.131, -0.231], [4.637, -0.577, -0.975], [-6.066, 0.750, 1.277], [0.138, -0.076, 0.060], [0.164, 0.104, 0.011], [0.092, -0.048, -0.124], [0.626, 0.123, -0.911], [2.566, 0.458, -3.986], [-3.361, -0.618, 5.179], [-0.091, -0.020, -0.155], [0.157, -0.059, -0.042], [0.081, 0.127, -0.074]],
  "total_charge": 1,
  "homo_ev": -10.0,
  "e_lumo_ha": -0.1958,
  "orbital_gap_ha": 0.1727,
  "spin_multiplicity": 1
}

Entry 2:
{
  "formula": "C11H17P",
  "method": "ωB97M-V/def2-TZVPD",
  "symbols": ["C", "C", "C", "C", "C", "C", "C", "C", "C", "C", "C", "P", "H", "H", "H", "H", "H", "H", "H", "H", "H", "H", "H", "H", "H", "H", "H", "H", "H"],
  "coordinates": [[-5.660, 1.081, 0.051], [-4.589, 0.568, -0.037], [-0.575, -0.880, 1.002], [-3.069, -0.733, 0.175], [0.663, -0.588, 0.576], [-3.085, -1.869, -0.760], [1.744, -1.703, 0.692], [2.632, 0.810, -0.331], [0.223, 1.276, -0.998], [0.913, 1.663, 1.314], [1.173, 0.708, 0.102], [-2.054, 0.177, 1.156], [-6.484, 1.704, 0.159], [-0.865, -1.896, 1.417], [-2.564, -1.502, -1.768], [-4.066, -2.139, -0.908], [-2.564, -2.658, -0.400], [2.186, -1.877, 1.732], [2.435, -1.623, -0.157], [1.294, -2.646, 0.631], [3.378, 0.550, 0.414], [2.934, 1.676, -0.807], [2.790, 0.113, -1.085], [0.324, 2.320, -1.124], [-0.769, 1.346, -0.655], [0.155, 0.619, -1.844], [1.113, 2.763, 0.891], [1.663, 1.386, 2.022], [-0.196, 1.635, 1.716]],
  "forces_ev_per_angstrom": [[-0.230, 0.539, 0.032], [4.141, -4.446, 0.513], [-0.661, -0.917, 0.614], [-2.334, 4.406, 0.189], [1.130, -2.997, 0.950], [1.248, 4.060, -2.551], [-0.177, 0.657, 0.799], [-0.611, -1.597, 1.333], [0.556, -1.161, 0.786], [-1.032, 2.315, -1.467], [-1.924, 3.115, 0.167], [-0.442, -0.727, -0.919], [-0.993, 0.522, -0.007], [1.038, 0.968, -0.668], [-1.249, -0.921, 1.901], [-2.191, -0.741, -0.783], [1.836, -2.448, 1.220], [0.111, 1.252, -1.357], [0.237, -0.152, 0.839], [-1.110, -1.469, -0.653], [-0.172, 0.124, 0.482], [0.049, 2.429, -0.486], [0.273, -1.576, -1.547], [1.251, 1.090, -1.075], [-1.492, -0.665, 0.909], [0.376, 0.184, -0.927], [-0.333, -2.160, 1.311], [0.141, 0.252, 1.099], [2.562, 0.061, -0.704]],
  "homo_ev": -8.6,
  "e_lumo_ha": 0.0023,
  "orbital_gap_ha": 0.3191,
  "e_above_lowest_ev": 6.338,
  "spin_multiplicity": 1
}

Entry 3:
{
  "formula": "C2H4OS2",
  "method": "ωB97M-V/def2-TZVPD",
  "symbols": ["C", "C", "O", "S", "S", "H", "H", "H", "H"],
  "coordinates": [[1.609, 1.486, -0.457], [-1.377, -1.116, 0.060], [2.282, 2.359, -0.984], [2.013, 0.455, 0.889], [-0.423, -1.434, 1.577], [0.420, 1.282, -0.452], [-1.705, -0.057, 0.041], [-2.201, -1.774, 0.165], [-0.619, -1.200, -0.840]],
  "forces_ev_per_angstrom": [[-1.802, 0.917, 0.927], [3.133, 1.920, -0.835], [-1.351, -1.941, 0.566], [-0.344, -1.355, 0.536], [1.396, 1.567, -0.952], [1.894, 0.948, -1.363], [-0.128, -0.693, 0.194], [-0.795, -0.815, -0.626], [-2.003, -0.548, 1.553]],
  "homo_ev": [-9.5, -9.6],
  "e_lumo_ha": [-0.1322, -0.1321],
  "orbital_gap_ha": [0.2187, 0.2206],
  "e_above_lowest_ev": 3.715,
  "spin_multiplicity": 1
}

So what do the calculations give for calculated total energy? Going down the list: -255813.270, -20963.987, -25852.781 eV.